Molecular formula: C7H21B3FN2NaO5S
Method: DFT, ωB97M-V/def2-TZVPD

Atoms and positions in Å:
C  0.73467  0.35610  1.22836
C  1.80241  -0.72089  1.47602
S  3.48477  -0.17274  1.08234
C  3.68979  -0.84951  -0.58761
B  2.84189  -0.09002  -1.66606
O  2.67202  1.26550  -1.64992
B  1.65541  1.89499  -2.26745
O  0.79768  1.13636  -3.10512
B  0.88487  -0.16989  -2.73697
N  -0.25754  -1.01084  -2.33508
O  2.10908  -0.79983  -2.65972
H  1.17324  1.34707  1.31573
H  0.32526  0.26523  0.21859
H  -0.11339  0.24483  1.90585
H  1.57630  -1.61400  0.88916
H  1.82824  -0.97940  2.53354
H  3.46831  -1.91960  -0.55363
H  4.73056  -0.65882  -0.85537
H  1.46362  3.05850  -2.13172
H  -1.00508  -0.47426  -1.89687
H  0.14057  -1.54229  -1.56553
Na  -0.11049  -3.12891  -2.50772
C  -3.40270  3.41776  -0.36085
C  -3.63045  2.13899  0.41165
O  -3.35937  1.04500  -0.06056
N  -4.14824  2.24489  1.66145
C  -4.52338  3.44734  2.37752
H  -2.98678  3.15905  -1.32942
H  -4.33929  3.95606  -0.50955
H  -2.70095  4.06895  0.16107
H  -4.27480  1.35761  2.12247
H  -3.94960  3.53800  3.30098
H  -5.58357  3.42551  2.63448
H  -4.33480  4.32473  1.76829
F  4.70665  0.78591  -2.75922
C  1.25142  -5.60617  1.31025
O  1.44229  -4.70566  0.21829
H  0.18568  -5.80733  1.38202
H  1.77912  -6.54660  1.14274
H  1.59179  -5.16270  2.24712
H  2.38481  -4.51895  0.15045

Force components x, y, z for each atom (eV/Å):
0.0 -0.3 -0.2
-0.1 0.5 0.0
0.2 -0.3 0.1
-0.5 0.2 0.3
3.1 0.4 -1.9
-1.9 0.9 1.4
0.6 0.1 -0.6
-0.7 0.1 0.9
0.7 -0.3 -1.2
-0.3 0.8 0.7
-1.0 -0.4 1.0
-0.1 0.1 0.1
0.1 0.2 -0.1
0.0 0.1 0.1
0.1 -0.2 0.2
-0.1 -0.1 0.0
0.3 -0.1 0.0
0.0 -0.1 -0.2
-0.1 0.0 -0.1
-0.2 0.0 -0.4
0.1 0.8 0.6
0.2 -1.5 -0.6
0.0 -0.1 0.0
0.1 0.0 0.0
0.1 -0.1 0.0
0.0 0.0 0.0
0.0 -0.2 0.1
0.0 0.0 0.0
0.0 0.0 0.0
0.0 0.0 0.0
0.0 0.0 0.0
0.0 0.1 0.0
0.0 0.1 0.0
0.0 0.0 0.0
-0.4 -1.0 0.2
0.0 0.0 0.0
0.0 0.1 -0.2
0.0 0.0 0.0
0.0 0.0 0.0
0.0 0.0 0.0
0.0 0.1 0.0

2S+1 = 1
HOMO energy = -6.8 eV
frontier orbital gap = 0.18790 Eh
total energy = -1500.178092 Ha

These are the Mulliken partial charges, in e, on atoms 1 to 4: number 1, C, carries -0.729; number 2, C, carries -0.140; number 3, S, carries -0.128; number 4, C, carries -0.341

=====

Molecular formula: C20H29Cl2FO15
Method: DFT, ωB97M-V/def2-TZVPD

Atoms and positions in Å:
O  20.51144  5.87093  -8.22255
C  20.19178  6.62865  -7.36771
O  19.67461  6.24699  -6.18419
C  19.46591  7.36564  -5.33735
C  19.19326  8.43817  -6.36663
F  19.65050  9.66320  -6.03593
O  20.00474  7.95933  -7.50799
H  18.60892  7.09147  -4.72090
H  20.32050  7.53585  -4.68187
H  18.18271  8.51307  -6.76915
C  17.96598  3.63672  -6.08899
C  16.87257  3.65222  -5.01639
C  17.06824  2.79086  -3.78337
O  16.70561  3.65100  -2.70419
C  16.78350  4.92659  -3.07858
O  16.65924  5.88630  -2.37849
O  17.06004  4.98186  -4.40505
H  17.90516  4.34000  -6.90405
H  17.99910  2.58745  -6.42424
H  18.93837  3.62752  -5.58870
H  15.90590  3.74030  -5.52015
H  18.09359  2.41246  -3.74489
H  16.44693  1.89786  -3.72838
C  17.98747  1.99173  1.17251
C  18.55402  0.80840  0.38667
C  17.46545  -0.00980  -0.27278
O  18.01383  -0.36623  -1.52296
C  18.96667  0.53154  -1.85109
O  19.52648  0.60537  -2.89477
O  19.25034  1.31021  -0.76895
H  17.21318  2.49157  0.59342
H  18.72034  2.70173  1.54540
H  17.50849  1.53471  2.04704
H  19.30702  0.25315  0.95452
H  16.52345  0.55139  -0.32286
H  17.13445  -0.88679  0.28971
C  21.54235  4.94334  0.06820
C  20.84003  3.90122  -0.78619
C  19.59894  4.35847  -1.49323
O  19.92229  4.13873  -2.87244
C  21.14052  3.52141  -2.98285
O  21.64802  3.29431  -4.02127
O  21.66440  3.24995  -1.74744
H  22.03880  5.68965  -0.56189
H  22.43530  4.49760  0.51928
H  20.82670  5.19327  0.84735
H  20.63564  3.11286  -0.05287
H  19.31675  5.40806  -1.36555
H  18.68932  3.80521  -1.24940
C  16.26943  6.71133  -8.66984
C  16.40628  5.55268  -9.62832
C  17.72066  4.73916  -9.52612
O  17.27474  3.42448  -9.22085
C  15.95930  3.38041  -9.04513
O  15.34781  2.42562  -8.67146
O  15.38061  4.56986  -9.36484
H  17.23575  7.21812  -8.58786
H  16.04385  6.39729  -7.64758
H  15.49876  7.41675  -8.97251
H  16.27771  5.87553  -10.66057
H  18.50490  5.15988  -8.90040
H  18.19662  4.66893  -10.50754
Cl  17.17406  -0.10406  -5.77009
C  15.47148  0.07782  -6.27366
Cl  14.39080  -0.13694  -4.88275
H  15.38881  1.14365  -6.48008
H  15.26591  -0.41056  -7.21930

Force components x, y, z for each atom (eV/Å):
0.7 0.1 -0.1
-1.7 0.1 0.1
0.9 -0.8 0.3
-0.9 -0.5 0.2
1.3 -0.1 -1.2
-0.1 -0.1 0.1
-0.1 0.6 0.6
0.0 0.3 0.0
0.2 0.3 -0.3
-0.1 0.1 0.4
0.4 -2.9 1.3
1.3 2.5 -1.0
-0.4 -1.1 -0.8
0.1 -0.5 0.8
0.4 0.5 -1.3
0.1 -0.3 0.2
-0.7 0.3 0.7
-0.2 0.1 0.2
-0.4 0.3 -0.8
0.0 0.9 0.0
-0.3 -0.7 0.5
0.1 0.5 0.4
-0.3 0.2 -0.1
-0.2 -1.1 0.4
0.2 1.4 0.0
-0.8 -0.6 1.2
-0.4 0.0 -0.5
0.5 0.0 0.6
-0.2 0.1 -0.1
0.0 -0.2 -0.7
0.1 0.1 -0.1
0.2 -0.1 -0.2
-0.1 0.3 0.0
-0.4 -0.2 0.1
0.3 0.4 -0.7
0.7 -0.3 -0.2
1.3 -0.7 -1.1
0.5 -1.0 2.5
-0.8 0.2 -0.7
0.3 -0.1 0.0
-0.4 0.2 0.6
0.4 -0.3 -0.4
-0.6 1.0 -1.2
-0.9 0.7 0.3
-0.4 -0.3 0.3
0.2 0.8 -0.1
-0.5 0.0 -0.3
0.5 0.0 0.0
0.3 -0.3 0.0
0.4 0.2 0.4
0.1 -0.2 0.0
-0.3 0.3 -1.5
0.7 -0.2 0.7
-0.8 0.3 -0.1
0.1 0.0 0.0
0.5 -0.2 0.2
-0.1 0.2 -0.3
-0.1 -0.3 -0.1
0.0 0.0 -0.1
-0.1 0.1 0.1
-0.4 -0.4 0.7
-0.1 0.1 0.0
-0.2 -0.4 -0.2
0.6 2.0 0.3
-0.1 -0.6 -0.4
0.0 -0.1 -0.2
-0.2 -0.8 0.5

SMILES = O=C1OC[C@@H](F)O1.C[C@H]1COC(=O)O1.C[C@H]1COC(=O)O1.C[C@H]1COC(=O)O1.C[C@H]1COC(=O)O1.ClCCl
2S+1 = 1
ΔE to the lowest compared entry with this formula, charge and spin = 58.9 kJ/mol
HOMO energy = -10.7 eV
frontier orbital gap = 0.40787 Eh
total energy = -2928.395232 Ha

These are the Mulliken partial charges, in e, on atoms 1 to 4: number 1, O, carries -0.552; number 2, C, carries 0.553; number 3, O, carries 0.012; number 4, C, carries -0.224

=====

Molecular formula: C12H30IO2P2SiV
Method: DFT, ωB97M-V/def2-TZVPD

Atoms and positions in Å:
C  0.00472  0.53997  -4.17604
C  0.01086  1.16618  -2.81179
H  0.00525  1.32641  -4.94258
H  -0.88448  -0.10396  -4.31424
H  0.88914  -0.10956  -4.32136
O  0.02251  2.32454  -2.50979
I  -0.03028  -3.23378  -0.42356
V  -0.00421  -0.53335  -0.90405
P  2.31230  -0.34052  -0.55176
C  3.18005  1.15923  0.02489
C  3.27736  -1.71849  0.15998
H  4.34247  -1.44848  0.16529
H  3.81264  -0.02229  -2.36117
H  3.12541  -2.60844  -0.46063
H  2.73232  -1.43616  -2.66384
H  3.42329  1.11494  1.09256
H  2.96163  -1.95995  1.17954
C  2.78708  -0.40197  -2.29928
H  4.11126  1.26040  -0.54832
H  2.13917  0.23187  -2.91572
H  2.56594  2.05251  -0.13893
P  -2.31720  -0.29641  -0.55013
C  -3.15609  1.21903  0.02773
C  -2.79603  -0.35080  -2.29658
H  -3.17218  -2.54923  -0.45583
H  -4.36672  -1.36627  0.17059
H  -2.99437  -1.90236  1.18355
C  -3.30673  -1.65596  0.16411
H  -2.76180  -1.38622  -2.65990
H  -3.81444  0.04786  -2.35735
H  -4.08648  1.33738  -0.54349
H  -2.52590  2.10064  -0.13761
H  -2.13738  0.26955  -2.91526
H  -3.39802  1.17987  1.09587
C  0.01261  1.25377  -0.13257
O  0.02299  2.34741  0.31827
C  -0.02273  -2.52081  2.53963
Si  -0.00572  -0.78422  1.67774
C  -1.47021  0.00908  2.65405
C  1.47571  -0.02080  2.65219
H  -0.92325  -3.09202  2.28284
H  -0.01982  -2.33339  3.62142
H  0.86549  -3.11034  2.28135
H  -1.25671  -0.11609  3.72939
H  -1.55432  1.08949  2.46798
H  -2.44825  -0.44975  2.46568
H  1.26128  -0.14268  3.72774
H  2.44416  -0.49877  2.46192
H  1.58081  1.05785  2.46679

Force components x, y, z for each atom (eV/Å):
0.0 -0.6 -0.9
0.0 2.4 0.4
0.0 -0.1 0.2
0.5 0.3 0.1
-0.5 0.3 0.2
0.0 -2.7 -0.8
0.0 1.7 -1.5
0.0 -2.0 -1.2
1.9 0.1 1.1
-0.2 0.3 0.1
-0.1 -0.2 0.0
-0.3 0.0 0.0
-0.1 -0.2 -0.1
0.1 0.2 0.1
0.1 0.3 0.0
-0.1 -0.1 -0.3
0.1 0.1 -0.3
-0.3 -0.2 -0.5
-0.2 -0.1 0.2
0.6 -0.1 0.2
0.2 -0.1 0.0
-1.9 0.2 1.1
0.2 0.3 0.1
0.3 -0.2 -0.5
-0.1 0.2 0.1
0.3 0.0 0.0
-0.1 0.1 -0.3
0.1 -0.2 0.0
-0.1 0.3 0.0
0.1 -0.2 -0.1
0.2 -0.1 0.2
-0.2 -0.1 0.0
-0.6 -0.1 0.2
0.1 -0.1 -0.3
0.1 5.5 3.1
0.0 -5.2 -2.0
0.0 0.4 -0.4
0.0 -0.8 3.9
0.0 0.5 -0.8
0.0 0.5 -0.8
0.2 0.1 0.2
0.0 0.1 -0.2
-0.2 0.1 0.2
0.2 -0.1 -0.5
0.0 -0.2 0.1
0.3 0.1 0.1
-0.2 -0.1 -0.5
-0.3 0.1 0.1
0.0 -0.2 0.1

2S+1 = 3
net charge = +2
ΔE to the lowest compared entry with this formula, charge and spin = 21.9 kJ/mol
HOMO energy (alpha / beta) = -15.4 / -15.4 eV
frontier orbital gap (alpha / beta) = 0.26091 / 0.22364 Eh
total energy = -2838.970592 Ha

These are the Mulliken partial charges, in e, on atoms 1 to 4: number 1, C, carries -0.851; number 2, C, carries 0.300; number 3, H, carries 0.464; number 4, H, carries 0.337

=====

Which of these has the highest total energy?
C7H21B3FN2NaO5S

=====

The lowest total energy belongs to which entry?
C20H29Cl2FO15

=====

total energy of number 2 (C20H29Cl2FO15)?
-2928.395232 Ha

=====

total energy of number 2 (C20H29Cl2FO15)?
-2928.395232 Ha